Entry 1:
Entry from OMol25: a molecular structure, C26H35FN6OS5SbSiTc (ωB97M-V/def2-TZVPD).

```
77
Properties=species:S:1:pos:R:3:forces:R:3
Tc -0.4941 -0.3100 -0.3865 0.141 0.071 -0.086
C 3.7159 -0.5133 0.8808 0.008 0.047 -0.032
Si 2.4858 -1.8979 0.9108 -0.007 0.030 0.046
C 2.4604 -2.8002 -0.7110 -0.016 0.034 -0.016
C 2.7937 -3.0918 2.3068 -0.024 -0.028 -0.022
N 0.8722 -0.9854 1.2080 -0.059 -0.029 0.016
C 1.0270 0.0627 2.2183 -0.004 0.042 -0.023
C 1.5700 -0.1917 3.4734 -0.023 0.016 0.019
C 1.7239 0.8348 4.3909 0.003 -0.027 -0.011
C 1.3248 2.1272 4.0758 -0.001 0.029 0.002
C 0.7444 2.3979 2.8459 0.012 -0.053 0.001
C 0.6062 1.3537 1.9633 -0.008 0.004 -0.030
F -0.0428 1.5954 0.7720 0.006 -0.035 0.030
H 4.6597 -0.9119 0.4989 0.014 0.026 -0.032
H 3.9122 -0.1014 1.8700 -0.011 -0.008 0.022
H 3.3885 0.2956 0.2250 0.028 -0.030 -0.012
H 3.5091 -2.9908 -0.9604 0.027 -0.013 0.010
H 2.0428 -2.2289 -1.5383 -0.008 -0.011 0.008
H 1.9830 -3.7778 -0.6386 -0.005 -0.018 -0.005
H 3.3355 -3.9563 1.9154 0.002 -0.004 -0.004
H 1.8816 -3.4716 2.7689 -0.006 -0.012 -0.007
H 3.4165 -2.6498 3.0849 0.005 0.003 0.007
H 1.8637 -1.1984 3.7334 0.002 -0.006 0.008
H 2.1495 0.6222 5.3614 0.000 -0.003 0.002
H 1.4428 2.9237 4.7969 0.002 0.003 0.002
H 0.3834 3.3818 2.5806 -0.006 0.007 -0.008
S -2.5944 -2.9353 -1.9251 -0.019 -0.053 -0.034
Sb -0.8014 -4.3121 -1.1671 -0.013 0.041 -0.001
S -0.7234 -1.6403 1.4134 0.012 -0.052 0.100
S -0.6819 -1.9882 -1.9159 0.010 0.008 -0.001
S -0.7428 -3.7041 1.1997 0.025 0.001 0.028
O 1.3163 0.4317 -1.3019 0.134 0.051 0.019
S 1.6347 0.8217 -2.7562 -0.063 -0.027 -0.120
C 2.4638 2.3866 -2.6162 -0.070 0.055 0.149
C 2.4421 3.0551 -1.4031 0.064 0.045 -0.073
C 3.0338 4.3102 -1.3274 -0.008 -0.015 0.034
C 3.6147 4.8773 -2.4507 0.003 0.008 0.007
C 3.6146 4.1952 -3.6616 0.034 -0.010 -0.041
C 3.0365 2.9410 -3.7540 0.003 -0.032 -0.008
C 2.9521 -0.2268 -3.2912 -0.008 -0.066 0.077
C 4.2362 -0.1290 -2.7645 -0.016 0.017 -0.003
C 5.1960 -1.0339 -3.1799 0.037 0.007 0.023
C 4.8728 -2.0195 -4.1078 -0.030 -0.022 -0.034
C 3.5906 -2.1052 -4.6310 0.022 -0.012 0.006
C 2.6191 -1.2029 -4.2210 -0.038 -0.028 -0.021
H 1.9793 2.5995 -0.5408 -0.040 -0.014 0.032
H 3.0404 4.8439 -0.3865 -0.001 0.000 0.003
H 4.0734 5.8545 -2.3859 -0.003 0.004 0.002
H 4.0716 4.6380 -4.5358 -0.001 0.006 0.001
H 3.0495 2.4005 -4.6924 -0.026 -0.003 -0.019
H 4.4830 0.6531 -2.0594 0.005 0.034 0.031
H 6.2050 -0.9643 -2.7956 -0.008 0.000 0.008
H 5.6338 -2.7156 -4.4345 -0.002 -0.002 -0.004
H 3.3496 -2.8633 -5.3634 0.004 0.000 -0.006
H 1.6149 -1.2511 -4.6254 -0.005 0.004 -0.005
C -2.8999 0.9794 2.2341 0.003 -0.023 -0.001
C -3.0918 1.0635 0.7225 -0.032 0.024 -0.029
C -4.5663 1.3227 0.4018 0.008 0.018 0.009
C -2.6392 -0.2091 0.0093 0.072 0.008 -0.053
H -3.2438 1.8909 2.7239 -0.002 0.006 -0.003
H -1.8593 0.8273 2.5254 0.018 -0.016 0.003
H -3.4805 0.1479 2.6421 -0.008 0.003 0.008
H -2.5148 1.9160 0.3445 -0.006 0.002 0.016
H -5.1838 0.4859 0.7346 -0.006 -0.008 0.003
H -4.7261 1.4479 -0.6710 0.001 0.000 -0.009
H -4.9259 2.2215 0.9044 0.002 0.001 0.001
H -3.0966 -0.2682 -0.9792 -0.035 -0.019 0.025
H -3.0273 -1.0808 0.5439 -0.056 0.005 -0.006
N -1.3609 4.1102 -3.2609 0.035 -0.096 0.022
N -1.5174 2.7802 -2.9418 -0.003 0.036 -0.022
N -2.0933 1.9315 -3.7593 -0.007 0.001 0.041
C -1.9308 0.7902 -3.1096 -0.063 -0.046 -0.079
N -1.2828 0.9772 -1.9573 0.034 0.107 0.102
N -1.0180 2.2745 -1.8642 0.001 -0.094 -0.034
H -2.0540 4.3355 -3.9664 -0.010 0.056 0.009
H -1.4809 4.6604 -2.4178 -0.029 0.058 -0.027
H -2.2935 -0.1565 -3.4716 0.011 -0.002 -0.007
```
Positions in Å, forces in eV/Å.

The calculation puts the largest force on an atom at 0.18 eV/A. For the electronic energy, the calculation gives -112012.164 eV. As for the HOMO energy: -13.68 eV. As for the energy above the lowest of the compared OMol25 structures with the same formula, charge and spin: 0.0 kcal per mole. Its charge is +2. The HOMO-LUMO gap comes out at 7.3 eV.

=====

Entry 2:
Entry from OMol25: a molecular structure, C26H35IrO5S in a non-equilibrium geometry (ωB97M-V/def2-TZVPD).

```
68
Properties=species:S:1:pos:R:3:forces:R:3
O 0.0869 -0.5388 -5.6275 -0.076 0.146 -2.097
C 0.1793 0.7395 -6.3313 0.352 1.997 0.939
C 0.3779 0.2263 -7.7237 -0.077 -0.343 0.648
H 1.0947 1.2356 -5.9956 -0.832 0.032 -0.111
H -0.6976 1.3888 -6.1862 0.265 -0.342 0.103
C 0.2327 -1.1065 -6.9734 0.138 -0.927 -1.292
H 1.4055 0.4245 -8.0399 -0.415 -0.042 -0.482
H -0.3982 0.4346 -8.4646 0.326 -0.002 0.078
C 1.4973 -1.9002 -7.1886 -0.045 -0.511 0.376
H 2.3713 -1.3146 -6.8822 -0.146 -0.094 -0.109
H 1.5553 -2.1303 -8.2601 0.160 0.019 0.222
H 1.4998 -2.8354 -6.6295 0.022 -0.127 0.058
C -1.0254 -1.7913 -7.4513 -0.106 -0.438 0.161
H -1.8920 -1.1342 -7.3066 0.169 -0.147 0.006
H -1.1954 -2.7318 -6.9196 -0.090 0.042 -0.032
H -0.9206 -1.9971 -8.5262 -0.086 -0.038 0.269
Ir -0.3428 -0.9987 -1.0670 0.203 0.925 0.005
C -2.1708 -1.2285 0.0022 -0.859 0.278 -0.063
C -1.5587 0.0192 0.4160 -0.740 -0.229 -0.426
C -1.6015 0.9237 -0.6968 -0.827 0.536 -0.657
H -1.1900 0.2493 1.4142 -0.582 -0.197 -0.853
C -2.1495 0.2193 -1.8211 0.578 0.266 0.629
C -2.4721 -1.1229 -1.4044 -0.833 -0.102 0.375
H -2.9064 -1.8804 -2.0502 -0.026 0.194 0.316
H -2.3527 -2.0811 0.6436 0.043 0.095 -0.136
H -1.2591 1.9607 -0.6841 -0.073 -0.528 0.031
H -2.3347 0.6330 -2.8116 0.180 -0.323 0.424
C 1.2759 -1.7033 0.0914 0.203 -0.862 -0.466
C 0.8384 -2.7410 -0.8312 0.906 -0.428 0.050
C 1.0908 -2.2663 -2.1695 -0.167 -0.478 0.376
H 0.4178 -3.7013 -0.5589 0.013 0.206 -0.049
C 1.8030 -1.0225 -2.0659 0.771 0.470 0.828
C 1.9047 -0.6641 -0.6925 0.554 -0.113 -1.016
H 2.3717 0.2321 -0.2879 -0.195 -0.262 -0.172
H 1.1954 -1.7187 1.1726 0.144 -0.115 -0.262
H 0.8322 -2.7660 -3.1019 0.212 0.077 0.377
H 2.2302 -0.4745 -2.9011 -0.269 -0.052 0.264
O 1.6271 2.1108 -4.4668 -1.866 0.952 2.125
C 0.5667 1.5170 -3.5510 0.910 0.129 0.408
C -0.7359 2.2869 -3.7797 0.214 0.495 0.020
H 0.9240 1.7449 -2.5073 -0.260 -0.325 -0.906
H 0.4082 0.4259 -3.6212 0.651 0.771 -0.487
C -0.2457 3.6018 -4.4243 0.205 -0.165 -0.193
H -1.1859 2.4569 -2.7973 0.012 0.208 -0.287
H -1.4933 1.7753 -4.3881 0.426 0.036 0.093
C 1.2800 3.5297 -4.2728 0.426 -0.727 0.381
H -0.6704 4.4566 -3.9088 0.028 0.288 -0.097
H -0.4926 3.6600 -5.4928 -0.091 -0.027 0.279
H 1.5563 3.7759 -3.2199 -0.032 0.112 -0.657
H 1.8444 4.1682 -4.9729 -0.181 -0.458 0.241
C -0.0025 3.6703 7.7877 -0.026 0.245 -0.120
C 0.2417 3.0788 6.4343 -0.117 0.128 -0.083
C 0.8857 1.8371 6.3552 -0.484 1.885 4.239
C 1.0817 1.2114 5.1298 0.668 -2.411 -3.793
C 0.7074 1.8971 3.9638 0.168 -0.464 -0.957
C 0.1070 3.1614 4.0125 0.257 -1.565 -3.503
C -0.1047 3.7573 5.2552 -0.555 1.783 3.906
S 1.0441 1.1437 2.3658 0.980 1.640 0.126
O 2.4768 0.9048 2.4334 -0.937 -0.227 -0.451
O 0.1910 -0.0520 2.5327 0.547 0.011 0.845
O 0.5599 2.0769 1.3527 0.486 -0.870 0.920
H -0.6717 3.0390 8.3868 0.148 0.087 -0.183
H 0.9503 3.7484 8.3261 -0.186 -0.008 -0.043
H -0.4412 4.6654 7.6933 0.043 -0.109 0.132
H 1.2503 1.3648 7.2724 -0.145 0.262 -0.335
H 1.5247 0.2160 5.0912 -0.255 0.328 -0.271
H -0.1685 3.6456 3.0743 0.032 -0.258 0.305
H -0.5174 4.7653 5.3191 0.140 -0.328 0.031
```
Positions in Å, forces in eV/Å.

The expectation value of S² is 6.039. Its spin multiplicity is 5. The calculation puts the largest force on an atom at 4.66 eV/A. For the electronic energy, the calculation gives -51429.307 eV. As for the HOMO energy (spin up / spin down): -3.95 / -7.71 eV. As for the energy above the lowest of the compared OMol25 structures with the same formula, charge and spin: 16.7 kcal per mole. The HOMO-LUMO gap (spin up / spin down) comes out at 3.8 / 2.9 eV.

=====

Entry 3:
Entry from OMol25: a molecular structure, C26H35N2O3PPdSi (ωB97M-V/def2-TZVPD).

```
69
Properties=species:S:1:pos:R:3:forces:R:3
Pd -0.1140 -0.5372 0.0769 -0.019 0.736 0.289
C -5.4443 -0.6245 -1.5408 0.012 0.003 -0.010
O -4.2559 -1.2547 -1.0701 -0.031 -0.002 -0.023
C -3.2051 -0.5153 -0.6889 0.177 -0.007 -0.133
O -2.2347 -1.1046 -0.2476 -0.158 -0.057 0.214
N -3.3244 0.8277 -0.8274 -0.024 0.069 0.007
N -2.2538 1.6277 -0.3908 0.018 -0.137 -0.021
H -6.1829 -1.4150 -1.6253 -0.001 -0.007 0.000
H -5.2864 -0.1851 -2.5290 0.006 -0.001 -0.001
H -5.7937 0.1332 -0.8395 -0.002 -0.001 0.009
H -3.8587 1.1418 -1.6257 0.024 0.007 0.011
H -2.5916 2.5703 -0.2702 0.035 0.010 -0.023
H -1.4569 1.5430 -1.0335 -0.030 0.040 -0.032
C 0.3060 -2.0909 5.2447 -0.017 -0.017 -0.015
C -0.3800 -0.7531 5.3309 0.012 0.004 0.005
C -0.9326 -0.3670 6.5508 0.019 0.009 -0.011
C -1.5812 0.8479 6.7096 0.006 0.000 -0.005
C -1.6893 1.7182 5.6367 0.002 0.000 0.000
C -1.1547 1.3488 4.4132 -0.008 -0.022 0.007
C -0.5013 0.1271 4.2434 -0.082 0.038 -0.033
P 0.1043 -0.1692 2.5444 0.148 -0.250 -0.207
C -0.1985 -1.9556 2.2104 -0.022 -0.122 0.079
C 0.8273 -2.8104 1.7879 -0.032 -0.033 0.046
C 0.5636 -4.1295 1.4504 0.035 0.014 -0.007
C -0.7294 -4.6155 1.5363 -0.034 -0.014 0.002
C -1.7543 -3.7748 1.9475 0.008 -0.010 -0.009
C -1.5202 -2.4475 2.2778 0.059 0.004 -0.015
C -2.6704 -1.5729 2.6915 0.010 0.018 0.025
C 1.9072 -0.0500 2.6434 0.012 0.060 0.058
C 2.6221 0.0882 3.8329 0.023 -0.004 -0.002
C 4.0044 0.1578 3.8152 -0.024 0.000 0.006
C 4.6771 0.0796 2.6018 0.008 0.001 -0.017
C 3.9661 -0.0365 1.4196 0.020 0.002 -0.045
C 2.5707 -0.0722 1.4146 -0.049 -0.001 0.030
C 1.8328 -0.1026 0.1031 0.022 -0.119 0.033
H 0.6424 -2.4029 6.2336 -0.012 0.001 -0.003
H 1.1673 -2.0727 4.5801 0.001 0.008 0.002
H -0.3753 -2.8562 4.8642 0.007 0.002 -0.012
H -0.8419 -1.0381 7.3974 -0.002 0.002 -0.005
H -1.9962 1.1140 7.6734 -0.002 0.000 -0.002
H -2.1889 2.6717 5.7476 0.002 -0.003 0.002
H -1.2506 2.0099 3.5594 -0.001 0.000 0.003
H 1.8450 -2.4462 1.7424 0.004 0.008 0.003
H 1.3717 -4.7698 1.1205 -0.006 0.002 0.004
H -0.9467 -5.6430 1.2737 0.004 0.003 -0.002
H -2.7696 -4.1515 1.9956 0.003 0.005 -0.002
H -3.6085 -1.9831 2.3178 0.010 0.001 -0.001
H -2.5561 -0.5606 2.2952 -0.017 -0.006 -0.004
H -2.7414 -1.4862 3.7787 0.008 -0.008 0.006
H 2.0916 0.1445 4.7754 0.011 0.002 0.001
H 4.5551 0.2643 4.7408 -0.004 0.000 -0.001
H 5.7589 0.1216 2.5784 -0.005 -0.001 -0.007
H 4.4931 -0.0779 0.4728 0.004 0.002 0.012
H 2.2987 -0.8337 -0.5659 -0.023 0.000 -0.020
H 1.9012 0.8687 -0.3895 -0.087 0.035 0.013
C 0.8163 0.1151 -4.4874 0.004 -0.040 -0.028
Si -0.1872 -0.6036 -3.0721 0.013 0.217 0.076
C 0.4709 -2.3070 -2.6409 0.129 -0.018 -0.062
C -1.9529 -0.8143 -3.7163 0.019 -0.006 -0.044
O -0.1139 0.3780 -1.7749 -0.086 -0.250 -0.190
H 0.8354 -0.5715 -5.3394 0.012 0.031 0.007
H 1.8477 0.2958 -4.1753 -0.012 -0.009 0.002
H 0.4030 1.0657 -4.8334 -0.010 -0.009 0.022
H 0.1354 -3.0881 -3.3277 -0.007 0.004 0.024
H 0.1456 -2.5565 -1.6270 -0.067 -0.179 -0.049
H 1.5649 -2.3099 -2.6366 -0.008 -0.004 0.000
H -1.9290 -1.2198 -4.7324 -0.029 -0.008 0.022
H -2.4779 0.1457 -3.7657 0.026 -0.002 0.005
H -2.5358 -1.5049 -3.1023 0.003 0.010 0.013
```
Positions in Å, forces in eV/Å.

The calculation puts the largest force on an atom at 0.79 eV/A. For the electronic energy, the calculation gives -57300.316 eV. As for the HOMO energy: -7.25 eV. As for the energy above the lowest of the compared OMol25 structures with the same formula, charge and spin: 11.9 kcal per mole. The HOMO-LUMO gap comes out at 7.6 eV.